1.
The following is a quantum chemistry calculation of a structure of composition C34H60BBrN4P2Ta, from the Open Molecules 2025 dataset.

Properties
- Max |F|: 1.487 eV Å⁻¹
- Highest occupied orbital energy: -15.63 eV
- Energy above the lowest of the compared OMol25 structures with the same formula, charge and spin: 61.1 kJ/mol
- LUMO energy: -9.98 eV
- Total energy: -133017.030 eV

Geometry as ORCA input:
```
! wB97M-V def2-TZVPD RIJCOSX def2/J DEFGRID3
* xyz 3 1
Ta 0.142 -0.001 -0.389
C 4.043 0.019 3.417
C 3.451 -0.357 2.054
C 4.575 -0.479 1.014
C 2.694 -1.687 2.177
P 2.207 0.899 1.446
C 1.166 1.155 2.953
N -0.172 1.455 2.536
B -0.767 0.960 1.351
N -2.140 1.320 1.405
C -3.116 0.942 0.418
P -2.353 1.125 -1.264
C -3.393 -0.038 -2.326
C -2.590 -1.337 -2.419
C -4.765 -0.337 -1.706
C -3.558 0.542 -3.736
C -2.619 2.963 -1.605
C -2.104 3.342 -3.005
C -4.110 3.308 -1.474
C -1.797 3.754 -0.582
C -2.356 2.058 2.560
C -3.503 2.693 3.038
C -3.388 3.423 4.201
C -2.170 3.505 4.901
C -1.037 2.860 4.454
C -1.134 2.143 3.261
C 2.879 2.617 1.121
C 1.650 3.517 0.942
C 3.759 3.158 2.249
C 3.677 2.601 -0.191
H 4.723 -0.782 3.717
H 3.287 0.108 4.197
H 4.624 0.935 3.384
H 5.170 -1.369 1.223
H 5.249 0.376 1.052
H 4.195 -0.561 -0.005
H 3.413 -2.482 2.383
H 2.152 -1.946 1.270
H 1.978 -1.683 3.001
H 1.581 1.956 3.565
H 1.190 0.241 3.549
H -4.013 1.554 0.496
H -3.411 -0.100 0.548
H -2.384 -1.752 -1.434
H -1.648 -1.188 -2.963
H -3.168 -2.083 -2.970
H -4.698 -1.047 -0.882
H -5.388 -0.795 -2.476
H -5.290 0.552 -1.358
H -2.597 0.785 -4.194
H -4.189 1.428 -3.747
H -4.040 -0.210 -4.364
H -2.763 3.012 -3.802
H -1.106 2.952 -3.206
H -2.043 4.429 -3.065
H -4.771 2.535 -1.863
H -4.307 4.210 -2.055
H -4.387 3.521 -0.441
H -0.730 3.563 -0.702
H -2.080 3.557 0.449
H -1.965 4.818 -0.764
H -4.456 2.612 2.530
H -4.253 3.941 4.590
H -2.128 4.079 5.817
H -0.112 2.914 5.013
H 1.120 3.698 1.878
H 0.939 3.095 0.229
H 1.980 4.485 0.561
H 3.298 3.088 3.234
H 3.938 4.217 2.054
H 4.731 2.669 2.279
H 3.113 2.136 -0.999
H 4.624 2.074 -0.095
H 3.905 3.627 -0.485
N 2.048 -1.596 -1.314
C 1.972 -2.322 -2.637
C 2.394 -1.448 -3.793
C 1.469 -0.242 -3.870
C 2.026 0.933 -3.073
N 0.963 1.504 -2.203
H 2.972 -1.176 -1.277
H 2.045 -2.310 -0.592
H 0.946 -2.646 -2.796
H 2.593 -3.218 -2.599
H 2.359 -2.041 -4.706
H 3.434 -1.126 -3.682
H 0.485 -0.525 -3.466
H 1.295 0.058 -4.903
H 2.418 1.693 -3.750
H 2.845 0.628 -2.426
H 0.200 1.761 -2.822
H 1.310 2.381 -1.814
Br -2.002 -5.906 2.071
C -1.393 -4.290 1.409
C -1.462 -3.144 2.199
C -1.027 -1.935 1.697
C -0.515 -1.812 0.369
C -0.469 -3.011 -0.395
C -0.882 -4.220 0.108
H -1.866 -3.208 3.201
H -1.090 -1.077 2.351
H -0.108 -3.004 -1.410
H -0.821 -5.118 -0.493
*
```

Atom charges from the Löwdin analysis, given in e for atoms 1 to 99: number 1, Ta, carries 1.6629; number 2, C, carries -0.0502; number 3, C, carries -0.6726; number 4, C, carries -0.0656; number 5, C, carries -0.0805; number 6, P, carries 1.1330; number 7, C, carries -0.2472; number 8, N, carries -0.0192; number 9, B, carries -0.7152; number 10, N, carries -0.0258; number 11, C, carries -0.2494; number 12, P, carries 1.1305; number 13, C, carries -0.6719; number 14, C, carries -0.1085; number 15, C, carries -0.0611; number 16, C, carries -0.0744; number 17, C, carries -0.6513; number 18, C, carries -0.0711; number 19, C, carries -0.0473; number 20, C, carries -0.0658; number 21, C, carries -0.1494; number 22, C, carries 0.0116; number 23, C, carries -0.0346; number 24, C, carries -0.0351; number 25, C, carries 0.0152; number 26, C, carries -0.1365; number 27, C, carries -0.6664; number 28, C, carries -0.0793; number 29, C, carries -0.0529; number 30, C, carries -0.0683; number 31, H, carries 0.1132; number 32, H, carries 0.0884; number 33, H, carries 0.0726; number 34, H, carries 0.1085; number 35, H, carries 0.0847; number 36, H, carries 0.0513; number 37, H, carries 0.1111; number 38, H, carries 0.0299; number 39, H, carries 0.0870; number 40, H, carries 0.1016; number 41, H, carries 0.1027; number 42, H, carries 0.0989; number 43, H, carries 0.1016; number 44, H, carries 0.0474; number 45, H, carries 0.0642; number 46, H, carries 0.1156; number 47, H, carries 0.0883; number 48, H, carries 0.1100; number 49, H, carries 0.0802; number 50, H, carries 0.0827; number 51, H, carries 0.0830; number 52, H, carries 0.1077; number 53, H, carries 0.0748; number 54, H, carries 0.0547; number 55, H, carries 0.1080; number 56, H, carries 0.0696; number 57, H, carries 0.1119; number 58, H, carries 0.0899; number 59, H, carries 0.0521; number 60, H, carries 0.0792; number 61, H, carries 0.1159; number 62, H, carries 0.1207; number 63, H, carries 0.1240; number 64, H, carries 0.1240; number 65, H, carries 0.1218; number 66, H, carries 0.0970; number 67, H, carries 0.0228; number 68, H, carries 0.1135; number 69, H, carries 0.0853; number 70, H, carries 0.1116; number 71, H, carries 0.0836; number 72, H, carries 0.0336; number 73, H, carries 0.0805; number 74, H, carries 0.1110; number 75, N, carries -0.0126; number 76, C, carries -0.2107; number 77, C, carries -0.1717; number 78, C, carries -0.1764; number 79, C, carries -0.2360; number 80, N, carries -0.0616; number 81, H, carries 0.0547; number 82, H, carries 0.0606; number 83, H, carries 0.0936; number 84, H, carries 0.1393; number 85, H, carries 0.1360; number 86, H, carries 0.1307; number 87, H, carries 0.0827; number 88, H, carries 0.1316; number 89, H, carries 0.1418; number 90, H, carries 0.0833; number 91, H, carries 0.0481; number 92, H, carries 0.0741; number 93, Br, carries 0.9339; number 94, C, carries -0.6670; number 95, C, carries -0.0830; number 96, C, carries -0.0889; number 97, C, carries -0.3596; number 98, C, carries -0.1346; number 99, C, carries -0.0811


2.
The following is a quantum chemistry calculation of a cluster of 10 separate species, C34H60Cl2O27 in total, from the Open Molecules 2025 dataset.

Properties
- Max |F|: 5.410 eV Å⁻¹
- Highest occupied orbital energy (alpha / beta): -11.98 / -11.98 eV
- LUMO energy (alpha / beta): -2.59 / -9.78 eV
- Total energy: -116546.477 eV

Geometry as ORCA input:
```
! wB97M-V def2-TZVPD RIJCOSX def2/J DEFGRID3
* xyz 1 2
Cl 1.394 3.461 -3.692
C 2.846 2.398 -3.690
C 3.871 3.041 -2.749
Cl 5.292 2.110 -2.525
H 3.185 2.136 -4.692
H 2.539 1.414 -3.337
H 3.370 3.231 -1.799
H 4.234 3.987 -3.150
C 4.594 -3.751 -5.135
C 4.912 -2.297 -5.305
O 4.425 -1.696 -4.159
C 3.440 -2.435 -3.667
O 2.825 -2.209 -2.623
O 3.505 -3.616 -4.258
H 5.410 -4.190 -4.562
H 4.314 -4.188 -6.094
H 4.531 -1.947 -6.264
H 5.992 -2.218 -5.424
C 0.840 -1.665 0.229
C -0.209 -0.583 -0.074
O 0.552 0.479 -0.535
C 1.807 0.307 -0.207
O 2.719 1.056 -0.447
O 2.008 -0.909 0.302
H 0.998 -2.261 -0.670
H 0.840 -2.216 1.169
H -0.740 -0.186 0.791
H -0.922 -0.999 -0.785
C 5.284 -1.222 0.011
C 5.133 -2.796 0.034
O 6.172 -3.268 0.780
C 7.058 -2.192 1.019
O 8.163 -2.268 1.547
O 6.511 -1.014 0.613
H 4.582 -0.729 0.684
H 5.170 -0.687 -0.932
H 5.131 -3.087 -1.016
H 4.191 -3.146 0.457
C -0.408 -5.416 3.737
C -0.512 -6.496 2.620
O 0.501 -6.183 1.694
C 1.128 -5.127 2.055
O 2.053 -4.614 1.437
O 0.511 -4.571 3.094
H 0.049 -5.814 4.643
H -1.346 -4.872 3.854
H -1.498 -6.611 2.170
H -0.157 -7.444 3.024
C 0.450 3.882 -0.157
C 1.453 4.987 0.259
O 0.794 6.217 0.684
C 1.488 7.071 1.564
O 2.509 6.847 2.123
O 0.705 8.221 1.627
C 1.142 9.130 2.546
H -0.024 3.409 0.703
H 1.082 3.122 -0.616
H -0.359 4.108 -0.852
H 2.155 5.359 -0.487
H 2.075 4.659 1.092
H 2.123 9.534 2.295
H 1.213 8.712 3.550
H 0.492 10.005 2.536
C -3.552 1.919 -3.314
C -3.324 0.714 -2.326
O -4.539 0.214 -1.843
C -4.489 -0.501 -0.774
O -3.447 -0.864 -0.199
O -5.709 -1.011 -0.582
C -6.000 -2.019 0.384
H -4.520 1.913 -3.815
H -2.900 1.928 -4.187
H -3.540 2.829 -2.713
H -2.636 1.091 -1.569
H -3.000 -0.145 -2.914
H -5.357 -2.885 0.227
H -7.053 -2.284 0.283
H -6.000 -1.524 1.355
C 1.823 -1.708 4.571
C 0.588 -1.005 4.133
O -0.519 -1.856 4.165
C -1.697 -1.364 3.754
O -1.911 -0.223 3.333
O -2.595 -2.306 3.803
C -4.003 -2.046 3.463
H 1.593 -2.147 5.542
H 2.704 -1.069 4.627
H 2.065 -2.467 3.827
H 0.747 -0.633 3.121
H 0.516 -0.115 4.758
H -4.545 -2.624 4.212
H -4.223 -2.273 2.420
H -4.190 -0.974 3.521
C -2.383 7.161 0.042
C -2.945 6.465 1.290
O -3.614 5.247 0.991
C -3.644 4.240 1.904
O -3.346 4.330 3.105
O -4.077 3.088 1.245
C -4.019 1.846 1.941
H -1.815 6.439 -0.545
H -1.788 8.053 0.236
H -3.161 7.505 -0.641
H -3.701 7.094 1.760
H -2.124 6.302 1.988
H -3.201 1.232 1.565
H -4.971 1.319 2.008
H -3.847 1.937 3.013
C -0.280 -2.540 -3.706
C -1.627 -3.197 -3.594
O -1.865 -3.620 -2.249
C -3.004 -4.304 -1.919
O -3.854 -4.741 -2.710
O -3.118 -4.522 -0.625
C -2.160 -4.127 0.291
H -0.196 -1.748 -2.961
H -0.119 -2.084 -4.682
H 0.537 -3.249 -3.575
H -1.552 -4.094 -4.208
H -2.388 -2.506 -3.955
H -2.499 -4.205 1.324
H -1.840 -3.097 0.133
H -1.269 -4.752 0.235
*
```

Atom charges from the Löwdin analysis, given in e for atoms 1 to 99: number 1, Cl, carries 0.5796; number 2, C, carries -0.6233; number 3, C, carries -0.7271; number 4, Cl, carries 0.6489; number 5, H, carries 0.0739; number 6, H, carries 0.0525; number 7, H, carries 0.0450; number 8, H, carries 0.0742; number 9, C, carries -0.0985; number 10, C, carries -0.1589; number 11, O, carries 0.0863; number 12, C, carries -0.5461; number 13, O, carries 0.1073; number 14, O, carries 0.0742; number 15, H, carries 0.1417; number 16, H, carries 0.1500; number 17, H, carries 0.1407; number 18, H, carries 0.1414; number 19, C, carries -0.0983; number 20, C, carries -0.1094; number 21, O, carries 0.1036; number 22, C, carries -0.5764; number 23, O, carries 0.1338; number 24, O, carries 0.0387; number 25, H, carries 0.1246; number 26, H, carries 0.1248; number 27, H, carries 0.1309; number 28, H, carries 0.1086; number 29, C, carries -0.0131; number 30, C, carries -0.0627; number 31, O, carries 0.1572; number 32, C, carries -0.3844; number 33, O, carries 0.2145; number 34, O, carries 0.1962; number 35, H, carries 0.1882; number 36, H, carries 0.1558; number 37, H, carries 0.1684; number 38, H, carries 0.1593; number 39, C, carries -0.0715; number 40, C, carries -0.0882; number 41, O, carries 0.0970; number 42, C, carries -0.6152; number 43, O, carries 0.1013; number 44, O, carries 0.0375; number 45, H, carries 0.1395; number 46, H, carries 0.1262; number 47, H, carries 0.1320; number 48, H, carries 0.1341; number 49, C, carries -0.0564; number 50, C, carries -0.1808; number 51, O, carries -0.0254; number 52, C, carries -0.4975; number 53, O, carries 0.1606; number 54, O, carries -0.0260; number 55, C, carries -0.1065; number 56, H, carries 0.0778; number 57, H, carries 0.0262; number 58, H, carries 0.0711; number 59, H, carries 0.1184; number 60, H, carries 0.1156; number 61, H, carries 0.0980; number 62, H, carries 0.1030; number 63, H, carries 0.1001; number 64, C, carries -0.0340; number 65, C, carries -0.1851; number 66, O, carries 0.0696; number 67, C, carries -0.5810; number 68, O, carries 0.0645; number 69, O, carries 0.0079; number 70, C, carries -0.0193; number 71, H, carries 0.0750; number 72, H, carries 0.0724; number 73, H, carries 0.0728; number 74, H, carries 0.1221; number 75, H, carries 0.1192; number 76, H, carries 0.0963; number 77, H, carries 0.1018; number 78, H, carries 0.0849; number 79, C, carries -0.0582; number 80, C, carries -0.2601; number 81, O, carries 0.0455; number 82, C, carries -0.5743; number 83, O, carries 0.0959; number 84, O, carries -0.0004; number 85, C, carries 0.0273; number 86, H, carries 0.0925; number 87, H, carries 0.0867; number 88, H, carries 0.0632; number 89, H, carries 0.1113; number 90, H, carries 0.1366; number 91, H, carries 0.1050; number 92, H, carries 0.0620; number 93, H, carries 0.0887; number 94, C, carries -0.0553; number 95, C, carries -0.2073; number 96, O, carries 0.0156; number 97, C, carries -0.4758; number 98, O, carries 0.0949; number 99, O, carries -0.0227